This record from the Open Molecules 2025 dataset describes a structure of composition C2H2N4O2 in a non-equilibrium geometry. The level of theory is ωB97M-V/def2-TZVPD.

The calculation puts the LUMO energy at -1.2 eV. The relative energy (zero: lowest compared OMol25 entry of this formula, charge and spin) comes out at 185.7 kcal/mol. Its HOMO-LUMO gap is 9.198 eV. As for the calculated total energy: -12154.693 eV.

Structure (XYZ):
```
10
Properties=species:S:1:pos:R:3:lowdin_charge:R:1
C 0.357 0.211 -0.192 -0.319
C -0.923 -0.561 0.256 -0.374
H -0.122 -0.072 -2.303 0.234
H 1.582 0.438 -2.233 0.184
N 0.898 -0.163 -1.456 0.017
N 1.071 0.990 0.641 0.136
N -0.484 0.042 2.350 0.056
N -1.194 -0.798 1.604 0.135
O 0.528 0.884 1.978 -0.106
O -1.713 -0.972 -0.645 0.037
```


This record from the Open Molecules 2025 dataset describes a cluster of 14 separate species, C6H37N2O13 in total in a non-equilibrium geometry. The level of theory is ωB97M-V/def2-TZVPD.

The calculation puts the LUMO energy at -2.8 eV. The relative energy (zero: lowest compared OMol25 entry of this formula, charge and spin) comes out at 63.0 kcal/mol. Its HOMO-LUMO gap is 9.964 eV. As for the calculated total energy: -36415.154 eV. As for the net charge: +1.

Structure (XYZ):
```
58
Properties=species:S:1:pos:R:3:lowdin_charge:R:1
C -4.685 -16.867 -0.350 -0.048
C -5.095 -17.602 0.899 -0.155
N -4.446 -16.986 2.064 -0.029
C -4.927 -15.827 2.640 0.019
C -4.183 -15.586 3.761 0.028
N -3.287 -16.607 3.835 -0.074
C -3.433 -17.445 2.803 0.001
C -2.238 -16.830 4.799 0.017
H -3.618 -16.943 -0.539 0.059
H -5.071 -15.848 -0.345 0.068
H -5.127 -17.214 -1.291 0.093
H -4.828 -18.655 0.893 0.107
H -6.164 -17.518 1.090 0.100
H -5.796 -15.347 2.223 0.135
H -4.227 -14.801 4.498 0.127
H -2.849 -18.340 2.689 0.127
H -2.487 -17.604 5.527 0.107
H -2.041 -15.979 5.449 0.072
H -1.310 -17.123 4.314 0.109
O -2.934 -13.234 0.144 -0.086
H -2.522 -14.076 -0.103 -0.015
H -3.800 -13.215 -0.303 -0.018
O -2.679 -20.151 1.196 -0.057
H -2.585 -20.093 0.235 0.081
H -3.565 -20.511 1.333 0.070
O -8.762 -15.880 3.109 -0.084
H -8.540 -16.829 3.085 -0.030
H -8.648 -15.592 2.190 -0.016
O -8.189 -15.708 0.372 -0.054
H -7.985 -15.250 -0.449 0.055
H -8.874 -16.350 0.130 0.051
O 0.057 -14.581 6.518 -0.049
H -0.389 -14.083 5.824 0.025
H 0.868 -14.085 6.688 0.056
O -8.594 -18.744 0.236 -0.067
H -9.420 -19.236 0.171 0.053
H -8.551 -18.445 1.160 -0.010
O -3.062 -13.994 6.963 -0.072
H -2.112 -14.080 7.120 0.004
H -3.159 -13.152 6.473 0.003
O -0.238 -18.993 1.601 -0.072
H -1.074 -19.468 1.765 -0.025
H 0.264 -19.565 1.010 0.041
O -1.504 -15.865 -0.186 -0.056
H -1.317 -16.626 -0.747 0.047
H -0.648 -15.629 0.195 0.063
O -3.311 -12.055 4.918 -0.045
H -2.419 -12.189 4.576 0.053
H -3.837 -11.835 4.139 0.063
O -5.120 -13.331 -1.574 -0.046
H -6.057 -13.340 -1.796 0.055
H -4.669 -13.167 -2.413 0.071
O -2.124 -20.433 4.295 -0.052
H -2.230 -21.023 5.051 0.051
H -2.254 -20.998 3.525 0.021
O -7.980 -18.475 2.994 -0.041
H -7.041 -18.680 3.071 0.070
H -8.356 -18.723 3.852 0.098
```


This record from the Open Molecules 2025 dataset describes a structure of composition C39H43Cl3N7O2V in a non-equilibrium geometry. The level of theory is ωB97M-V/def2-TZVPD.

The calculation puts the LUMO energy (spin up / spin down) at -4.3 / -4.1 eV. The relative energy (zero: lowest compared OMol25 entry of this formula, charge and spin) comes out at 39.7 kcal/mol. Its spin multiplicity is 2. Its HOMO-LUMO gap (spin up / spin down) is 6.789 / 7.027 eV. Its expectation value of S² is 0.7714. As for the calculated total energy: -118914.118 eV. As for the net charge: +1.

Structure (XYZ):
```
95
Properties=species:S:1:pos:R:3:mulliken_spin:R:1
O 1.408 1.592 -3.829 -0.189
V 0.202 2.518 -3.420 1.132
C 0.664 0.509 0.360 0.004
C -0.504 1.099 -0.417 -0.008
C -1.397 1.991 0.443 -0.004
O -0.105 1.713 -1.605 0.070
H 0.420 -0.091 1.236 0.000
H 1.422 1.261 0.611 0.000
H 1.240 -0.121 -0.327 0.001
H -1.114 0.231 -0.720 0.011
H -0.836 2.829 0.867 0.001
H -1.791 1.440 1.298 0.001
H -2.203 2.387 -0.172 0.001
N 2.123 -4.842 -2.260 0.000
C 1.557 -4.191 -3.275 0.000
C 1.581 -2.812 -3.456 0.000
C 2.241 -2.073 -2.486 0.000
C 2.742 -2.696 -1.359 0.000
C 2.688 -4.075 -1.317 0.000
H 1.002 -4.824 -3.961 0.000
H 1.214 -2.310 -4.339 0.000
H 2.306 -0.998 -2.618 0.000
H 3.123 -2.149 -0.507 0.000
H 2.988 -4.643 -0.443 0.000
N -5.270 -0.047 -1.089 0.000
C -4.138 -0.558 -1.578 0.002
C -3.898 -1.896 -1.832 0.000
C -4.956 -2.778 -1.692 0.000
C -6.135 -2.289 -1.163 0.000
C -6.225 -0.948 -0.834 0.000
H -3.376 0.190 -1.774 -0.002
H -2.876 -2.128 -2.102 0.000
H -4.835 -3.795 -2.043 0.000
H -6.998 -2.923 -1.012 0.000
H -7.119 -0.524 -0.393 0.000
N 3.996 -1.462 3.374 0.000
C 2.669 -1.407 3.356 0.000
C 1.885 -2.452 2.867 0.000
C 2.516 -3.542 2.304 0.000
C 3.900 -3.621 2.346 0.000
C 4.589 -2.558 2.908 0.000
H 2.213 -0.491 3.714 0.000
H 0.809 -2.337 2.868 0.000
H 1.925 -4.321 1.836 0.000
H 4.429 -4.510 2.030 0.000
H 5.668 -2.615 2.995 0.000
N -1.756 3.681 -3.240 -0.008
C -2.062 4.885 -3.754 0.006
C -3.273 5.530 -3.649 0.000
C -4.278 4.855 -2.960 0.001
C -4.045 3.567 -2.501 0.002
C -2.793 3.030 -2.686 0.003
H -1.291 5.371 -4.341 -0.002
H -3.463 6.478 -4.127 0.000
H -5.236 5.333 -2.803 0.000
H -4.840 3.077 -1.958 0.000
H -2.554 2.058 -2.275 -0.006
N 0.681 1.498 5.027 0.000
C 0.895 0.595 5.974 0.000
C 0.317 -0.670 5.952 0.000
C -0.557 -0.966 4.924 0.000
C -0.864 0.013 3.996 0.000
C -0.134 1.193 4.026 0.000
H 1.597 0.832 6.763 0.000
H 0.580 -1.390 6.715 0.000
H -0.950 -1.970 4.816 0.000
H -1.560 -0.205 3.196 0.000
H -0.263 1.915 3.227 0.000
N 1.441 4.153 -2.747 -0.009
C 2.178 3.979 -1.644 0.016
C 3.044 4.954 -1.199 0.000
C 3.187 6.134 -1.911 0.001
C 2.319 6.365 -2.971 0.000
C 1.493 5.334 -3.374 -0.009
H 2.165 3.023 -1.138 -0.007
H 3.536 4.813 -0.246 0.000
H 3.873 6.880 -1.532 0.000
H 2.322 7.337 -3.441 0.000
H 0.797 5.518 -4.182 -0.007
N -0.500 -5.466 1.175 0.000
C -0.676 -4.402 0.385 0.000
C -1.368 -3.258 0.725 0.000
C -1.854 -3.135 2.025 0.000
C -1.636 -4.204 2.877 0.000
C -0.973 -5.330 2.418 0.000
H -0.155 -4.463 -0.567 0.000
H -1.478 -2.413 0.058 0.001
H -2.483 -2.285 2.261 0.000
H -2.033 -4.124 3.882 0.000
H -0.828 -6.204 3.042 0.000
C 4.659 0.653 0.566 0.000
Cl 3.940 0.931 -1.025 0.000
Cl 5.699 2.030 0.969 0.000
Cl 5.547 -0.855 0.559 0.000
H 3.887 0.591 1.324 0.000
```


This record from the Open Molecules 2025 dataset describes a cluster of 3 separate species, C26H60B2N4O14PS2 in total in a non-equilibrium geometry. The level of theory is ωB97M-V/def2-TZVPD.

The calculation puts the LUMO energy at -2.4 eV. The relative energy (zero: lowest compared OMol25 entry of this formula, charge and spin) comes out at 0.0 kcal/mol. Its HOMO-LUMO gap is 9.755 eV. As for the calculated total energy: -94872.200 eV. As for the net charge: +1.

Structure (XYZ):
```
109
Properties=species:S:1:pos:R:3:lowdin_charge:R:1
C 2.354 -2.806 0.015 -0.056
C 3.462 -2.367 0.968 -0.229
O 4.753 -2.184 0.357 -0.193
P 5.152 -1.016 -0.648 0.481
O 6.608 -0.797 -0.659 -0.248
C 4.236 0.487 -0.240 -0.183
C 3.553 1.220 -1.412 -0.196
C 2.373 0.475 -2.054 -0.145
C 1.150 1.373 -2.264 -0.213
N 0.334 1.304 -1.028 0.146
C -0.877 1.850 -1.531 -0.288
N -1.573 2.681 -0.796 0.154
C -2.791 3.387 -1.200 -0.128
C -3.260 4.366 -0.112 -0.234
N -3.102 5.755 -0.559 0.007
N -1.129 1.495 -2.794 0.051
C -2.423 0.932 -3.199 -0.091
C -2.929 -0.165 -2.241 -0.131
C -3.305 -1.495 -2.920 -0.132
C -2.808 -2.679 -2.106 -0.187
O -2.803 -3.830 -2.947 -0.006
C -2.288 -4.977 -2.425 -0.525
C -0.856 -4.947 -1.979 0.023
O -2.939 -5.976 -2.418 0.154
C 0.127 0.933 -3.373 -0.097
B 0.101 -0.626 -3.717 -0.649
O -0.229 -0.965 -5.006 0.198
O 0.322 -1.555 -2.737 0.182
B 0.519 1.784 -4.695 -0.390
O -0.359 2.788 -5.072 0.155
C 1.808 1.527 -5.549 -0.108
C 3.143 2.019 -4.923 -0.077
O 4.552 -1.418 -2.076 -0.235
C 4.786 -2.754 -2.568 -0.243
C 3.845 -3.010 -3.735 -0.052
H 1.404 -2.379 0.345 0.067
H 2.533 -2.482 -1.006 0.045
H 2.228 -3.887 0.041 0.083
H 3.624 -3.158 1.696 0.124
H 3.184 -1.486 1.542 0.099
H 3.507 0.337 0.556 0.085
H 5.011 1.141 0.158 0.102
H 4.307 1.425 -2.174 0.110
H 3.236 2.198 -1.043 0.114
H 2.063 -0.320 -1.381 0.097
H 2.701 0.023 -2.983 0.100
H 1.495 2.399 -2.401 0.149
H 0.097 0.318 -0.878 0.126
H -1.182 2.861 0.114 0.123
H -2.554 3.971 -2.087 0.131
H -3.574 2.660 -1.401 0.106
H -2.702 4.190 0.812 0.107
H -4.305 4.165 0.110 0.116
H -3.941 6.285 -0.362 0.073
H -2.380 6.221 -0.025 0.072
H -2.336 0.601 -4.230 0.137
H -3.162 1.732 -3.220 0.115
H -3.793 0.237 -1.713 0.114
H -2.164 -0.391 -1.493 0.101
H -4.389 -1.577 -2.986 0.125
H -2.890 -1.559 -3.925 0.118
H -3.461 -2.852 -1.246 0.145
H -1.809 -2.484 -1.713 0.091
H -0.734 -5.701 -1.206 0.099
H -0.532 -3.987 -1.585 0.054
H -0.225 -5.211 -2.827 0.099
H 0.195 -1.756 -5.357 0.130
H 0.402 -2.453 -3.083 0.111
H -0.078 3.668 -4.802 0.121
H 1.912 0.469 -5.792 0.102
H 1.675 2.040 -6.501 0.109
H 3.710 1.204 -4.479 0.064
H 3.774 2.441 -5.701 0.081
H 3.004 2.794 -4.168 0.073
H 4.625 -3.482 -1.778 0.109
H 5.823 -2.809 -2.894 0.127
H 4.279 -2.695 -4.681 0.080
H 2.939 -2.416 -3.586 0.051
H 3.555 -4.057 -3.785 0.081
O -1.060 -0.968 1.183 -0.300
S -0.697 -0.380 2.447 0.548
O 0.434 -0.885 3.154 -0.250
O -1.964 -0.332 3.378 -0.270
C -2.683 -1.576 3.637 -0.224
C -1.947 -2.447 4.628 -0.055
C -0.499 1.347 2.212 -0.118
H -2.871 -2.088 2.692 0.112
H -3.644 -1.254 4.032 0.119
H -1.016 -2.824 4.207 0.076
H -2.561 -3.302 4.910 0.091
H -1.697 -1.879 5.523 0.064
H -1.368 1.702 1.665 0.047
H 0.407 1.435 1.615 0.063
H -0.400 1.870 3.161 0.085
O -1.598 -0.292 7.389 -0.274
S -1.779 1.108 7.152 0.556
O -0.794 1.849 6.423 -0.280
O -2.091 1.828 8.521 -0.260
C -1.165 1.618 9.624 -0.234
C 0.105 2.427 9.482 -0.069
C -3.349 1.372 6.403 -0.112
H -0.962 0.551 9.714 0.115
H -1.728 1.925 10.502 0.124
H 0.709 2.082 8.644 0.073
H 0.696 2.332 10.393 0.085
H -0.126 3.479 9.320 0.086
H -4.103 0.828 6.966 0.080
H -3.274 0.991 5.386 0.054
H -3.558 2.438 6.397 0.077
```